127
Properties=species:S:1:pos:R:3:forces:R:3:mulliken_charge:R:1 method="wB97M-V/def2-TZVPD" lumo_energy_ev=1.378 homo_energy_ev=-7.57 relative_energy_kcal_mol=191.45 e_tot_ha=-7058.2175 multiplicity=1 homo_lumo_gap_ev=8.94 largest_force_ev_per_a=5.36 total_charge=-1
H 0.262 2.809 6.399 0.0463 0.3552 0.0792 0.311
H 4.283 -7.958 4.376 -0.4035 -0.3566 -0.3078 0.331
O 9.885 -5.577 -1.862 -1.4450 -2.3147 0.2150 -0.625
H -2.976 -7.786 0.324 0.0353 -0.0317 0.0133 0.355
H 0.003 4.157 -8.019 -0.4777 -0.1879 -0.3507 0.342
H 4.723 -6.350 6.274 0.7990 0.1407 -0.1252 0.280
H -6.987 -2.740 -7.600 -0.3621 -0.1468 0.3263 0.312
C -4.476 7.320 2.398 -1.6959 -0.5285 -0.7594 -1.219
S -6.474 -3.810 -5.434 -0.3750 -1.0804 -0.4163 0.497
H -5.329 6.969 2.978 0.2666 -0.8377 0.1672 0.314
H 2.706 -9.933 3.976 -0.4873 0.7398 -0.3609 0.321
C -3.920 6.148 -1.881 -1.1572 -0.1122 0.5054 -0.897
H -3.621 -7.588 -1.339 -0.4537 -0.0256 0.1485 0.326
H -6.890 2.508 8.214 0.0668 0.2413 -0.1483 0.322
H -7.677 -2.276 -4.019 0.0990 -0.1006 -0.0889 0.313
H -7.534 4.042 10.156 -0.2595 -0.1458 0.0142 0.350
H 5.660 -6.200 4.638 0.2431 -0.4968 0.5843 0.305
C -7.293 1.158 5.616 -0.9202 -0.7726 0.4727 -0.981
C -8.208 3.948 9.305 -0.4033 0.1135 -1.1823 -1.241
H 1.779 -10.846 5.078 0.2538 -0.0512 0.5104 0.379
H -3.828 5.741 -2.888 -0.3170 0.1400 0.1253 0.348
H 1.542 4.184 -8.783 0.2233 0.1152 0.1179 0.328
C 7.612 3.706 -3.546 0.2506 0.9826 0.1527 -0.974
O 2.678 -7.406 5.510 -1.7615 -0.7754 1.8020 -0.314
O 8.004 5.628 -1.690 0.6900 0.1704 -1.5375 -0.584
C 2.752 3.240 9.029 -0.0695 1.2818 -1.1051 -0.929
H 10.596 -7.288 -0.379 0.4682 -0.3020 0.9802 0.450
F 0.806 -0.882 1.222 0.3543 -0.0033 1.2412 -0.336
C 0.089 5.140 -10.018 -0.5711 -1.1059 1.1093 -0.062
O -0.854 7.482 -11.492 0.2229 -0.0749 1.4421 -0.592
C -7.939 2.658 8.472 -0.2916 0.2521 1.7647 -0.134
H 0.715 4.966 -10.893 -0.2365 0.6092 -0.1900 0.271
C 4.546 7.063 -3.624 -1.9588 0.4990 -1.8083 -1.368
H 7.325 3.673 -4.597 0.7318 0.0196 -0.1053 0.352
H 0.441 3.085 -9.456 -0.6068 -0.0072 0.1439 0.369
H -4.091 5.573 1.111 -0.8579 -0.3162 0.3082 0.474
O 4.091 -9.171 6.449 -1.1816 -0.3576 -0.4195 -0.587
H 0.930 -9.463 4.597 0.5332 0.6582 -0.5369 0.326
H -7.396 0.478 4.770 -0.4684 -0.0680 0.0978 0.378
C -7.137 -2.200 -4.963 -0.8644 0.3631 -0.3256 -0.876
O 9.267 5.896 -4.004 -4.0822 -1.2150 3.2524 -0.585
H -6.599 0.662 6.295 -0.0812 0.3471 0.2391 0.352
O -9.359 0.167 7.175 0.0897 -0.0782 0.8466 -0.557
C 0.479 4.072 -8.996 1.5498 0.6869 0.1319 -1.274
H 8.748 -9.688 0.360 0.5315 -0.4549 0.3514 0.291
H 5.563 6.017 -2.193 0.1458 -0.4075 0.2061 0.319
H -5.306 -2.594 -7.232 0.1833 -0.0406 0.5264 0.363
S -5.071 -8.949 0.095 -0.7047 -0.0778 -1.7798 0.482
H 10.488 -8.831 -1.180 -0.1617 0.0723 -0.6037 0.254
H 9.345 -8.489 1.575 -0.8316 0.2737 -0.1839 0.298
H 2.586 2.193 9.282 -0.3150 0.3563 0.5523 0.349
O -6.777 6.354 -1.962 3.5960 -1.1200 2.4316 -0.596
H 7.535 -5.317 -0.251 -0.3868 -0.2637 -0.0198 0.287
C 1.081 8.739 -10.235 -0.7413 0.5247 -0.3547 -0.908
H -6.901 2.081 5.189 -0.4101 0.2234 0.5487 0.328
H 3.537 3.240 8.273 0.0275 0.1675 -0.1658 0.320
O -8.769 2.690 7.341 -1.4198 -1.2440 -2.3335 -0.295
C 9.588 -9.078 0.690 1.5265 1.5938 1.0154 -1.145
H -3.352 6.978 0.701 -0.3197 0.7440 -1.0109 0.323
C -4.328 6.635 1.044 0.4433 -0.4185 0.0603 -0.262
S -9.022 1.306 6.400 1.2456 2.4736 -4.2518 1.095
O -5.692 4.432 -0.716 0.1917 1.8835 -0.1188 -0.552
H -4.841 8.336 2.251 1.1299 0.4786 -0.0576 0.310
H -6.424 -1.377 -4.920 0.5473 -0.4805 0.2044 0.364
H -9.267 4.032 9.547 -0.0139 -0.8372 0.7678 0.317
O -9.865 1.652 5.217 1.6481 -0.1887 3.5833 -0.582
H -3.770 7.225 -1.814 -0.2071 -0.0599 -0.3789 0.337
H 10.521 -9.488 1.078 -0.2349 -1.2544 -0.4307 0.371
F 0.554 -2.291 -0.442 -1.1805 1.4000 -0.9088 -0.369
O 1.441 5.443 7.842 0.3867 -2.0280 0.1744 -0.601
H -2.971 -9.157 -0.811 0.2260 0.1761 -0.1212 0.296
O 8.763 -7.734 -0.909 -2.0325 1.8502 -1.8002 -0.223
H 3.175 -6.736 3.695 0.1540 0.1578 0.0401 0.427
H -3.173 5.684 -1.237 -0.3230 -0.2672 0.0342 0.334
F 1.610 -0.203 -0.802 -0.5388 -0.7008 -0.4389 -0.353
H 4.159 6.937 -4.635 0.8355 0.4203 -0.7437 0.323
H 6.755 3.271 -3.031 -0.0406 0.7841 0.5885 0.369
O -5.453 6.880 0.117 0.4652 -0.9289 0.0100 -0.327
C -3.515 -8.267 -0.493 0.5359 -0.5780 0.3756 -0.910
S -5.634 5.823 -1.137 -0.9953 0.6510 -1.6423 1.067
H 1.967 3.373 6.288 0.1044 -0.6331 -0.4888 0.303
C 5.505 6.004 -3.281 -0.0407 -0.6767 2.2431 -0.058
C 3.666 -7.089 4.602 2.7366 0.6306 -1.0320 -0.375
O 6.794 6.284 -3.769 2.1292 0.0655 -0.7746 -0.288
H 3.041 3.959 9.796 0.0155 -0.6072 0.3995 0.309
O 0.267 6.459 -9.421 -0.7428 0.0833 -0.9820 -0.256
H -8.259 1.829 9.102 0.2030 -0.2435 0.0573 0.303
H 1.414 9.050 -9.245 -0.0038 -0.2504 -0.1381 0.318
S 8.076 5.497 -3.134 0.8928 -0.5450 -2.0601 1.117
P 0.160 -0.681 -0.211 -0.8013 0.9298 -0.0208 1.146
H 5.194 5.006 -3.589 -0.1654 0.0652 -0.1867 0.300
H -3.523 7.128 2.892 -0.2254 0.6658 0.3249 0.347
H -7.804 -1.908 -5.774 -0.4593 -0.1091 0.2426 0.275
C -5.607 -7.492 0.982 -0.6981 1.0271 -0.0784 -0.880
H 4.858 8.095 -3.464 0.1615 -0.2627 0.1118 0.327
C 7.248 -5.641 -1.251 2.4072 -1.2534 -0.8034 -0.860
F -1.352 -0.946 0.404 0.8326 -1.1197 -0.2782 -0.363
H 0.829 9.611 -10.839 -0.2990 0.2039 0.2803 0.368
F -0.108 0.885 0.170 0.0714 0.3415 -0.3236 -0.366
H -8.195 4.873 8.729 1.0172 -0.0754 -0.4874 0.345
C 1.948 -9.820 4.751 0.8633 -0.7143 1.8684 -0.902
O 8.372 -7.064 -3.196 -0.0132 -0.4777 -1.3368 -0.573
H 8.469 3.107 -3.239 0.1302 0.1443 -0.5229 0.346
O -5.890 -9.067 -1.186 0.5600 0.0825 1.6016 -0.623
H 1.481 1.864 7.239 0.2795 0.2012 -0.0471 0.297
O -7.582 -4.860 -5.477 1.1289 1.8372 -0.0326 -0.609
C 9.974 -8.178 -0.475 1.6670 -1.2291 0.8585 -0.294
C -6.154 -3.272 -7.140 0.1162 0.0209 -0.7970 -0.955
H 7.108 -4.780 -1.905 -0.4644 -0.3486 -0.0285 0.353
S 8.739 -6.505 -1.954 -0.1487 3.3139 1.4067 1.077
O 1.722 -8.861 7.267 1.6016 0.0889 -1.8438 -0.599
H -5.937 -4.120 -7.790 -0.0100 -0.2557 0.3682 0.317
H 1.839 8.247 -10.843 -0.1546 -0.5241 0.4559 0.312
H -5.408 -7.488 2.054 0.5248 -0.2458 -0.1325 0.326
S 1.218 4.011 8.301 -0.4087 0.2964 0.9228 0.474
H -6.687 -7.367 0.909 -0.0651 -0.4192 -0.2754 0.341
H 6.611 -6.520 -1.351 -0.8927 0.8038 0.3785 0.341
C 4.736 -6.118 5.209 -1.6641 0.2429 -0.9836 -1.042
C 1.224 2.871 6.908 -0.0725 0.6061 -0.3438 -0.832
S 2.702 -8.867 6.182 -1.3773 0.0316 0.3977 1.143
S -0.441 7.762 -10.128 -0.1236 0.2070 1.0621 1.077
O -1.389 8.316 -9.144 2.0030 -0.9932 -2.0991 -0.591
H -0.963 4.913 -10.193 -0.0389 0.7121 -0.6219 0.298
H -5.176 -6.627 0.478 0.0482 0.1007 0.2479 0.288
H 3.554 6.899 -3.203 0.3049 -0.0591 1.1970 0.403
H 4.456 -5.079 5.034 -0.3172 0.0745 0.4025 0.307
F -0.597 -0.446 -1.671 1.2906 -0.8368 0.7426 -0.360

88
Properties=species:S:1:pos:R:3:forces:R:3:mulliken_charge:R:1 method="wB97M-V/def2-TZVPD" lumo_energy_ev=-8.400 homo_energy_ev=-12.05 relative_energy_kcal_mol=1.26 e_tot_ha=-11032.2527 multiplicity=1 homo_lumo_gap_ev=3.65 largest_force_ev_per_a=7.89 total_charge=+1
H -7.324 -2.577 -0.228 0.3649 -0.0698 0.2268 0.307
H 0.349 6.108 3.315 0.6065 -0.5469 0.1042 0.369
C -1.097 -0.615 1.895 1.9272 -0.3539 -0.6461 0.412
H 2.974 1.780 1.561 0.1175 -0.2774 -0.4322 -0.163
Cl 4.026 0.604 -3.151 -0.0791 0.3283 0.9648 -0.094
H 1.623 -0.162 -4.825 0.0753 0.1207 -0.1264 -0.392
C 2.223 -5.376 -0.030 0.3343 0.4442 -0.2673 -0.522
C 1.749 -3.959 -0.474 -0.0375 -2.0246 0.2061 0.289
Cl 1.303 2.310 5.819 0.4299 0.0018 -0.1664 -0.178
C -0.480 5.427 3.121 0.5521 1.4810 0.5675 -0.638
H -1.603 -2.980 -2.624 0.3711 0.0345 0.0454 -0.050
H 3.173 -5.273 0.495 -0.2473 -0.1656 0.2251 0.366
H 4.783 1.073 -0.268 -0.1452 0.2109 0.2341 0.126
N -1.138 1.059 -0.452 -4.0644 -1.8374 1.5884 -0.294
H 0.077 -3.976 -4.271 -0.6266 -0.0129 0.0289 0.472
Cl -1.494 7.379 -5.031 0.0308 -1.0472 0.1318 -0.186
Cl 1.332 5.407 -3.789 0.8311 1.0510 0.8385 -0.165
S 0.150 0.883 -1.291 6.4203 -1.4701 -4.3490 0.927
C 3.780 -0.124 -4.717 0.3590 -0.5365 -0.5950 -0.635
H 1.465 -5.916 0.537 0.1167 0.4388 0.2868 0.243
S -1.524 -0.629 -0.023 -1.1067 -1.1155 1.8753 0.847
F -0.547 3.194 -2.406 -1.2824 0.5250 0.7087 -0.217
C -0.133 -2.909 -4.208 0.1212 0.7478 -0.2815 -0.189
H -1.517 5.213 -3.935 0.3700 0.4892 0.2640 0.093
H 0.573 -3.257 5.458 0.4802 0.0495 -0.0657 0.146
O 1.260 0.347 -0.494 -1.6524 1.5470 -0.2342 -0.323
Cl 2.913 -3.293 -1.608 0.1438 0.5164 -0.2874 -0.156
Cl -9.207 -1.531 0.509 -0.5632 0.4403 0.0437 -0.154
H 4.640 1.930 2.196 -0.2629 0.0954 0.1724 0.469
Cl 2.294 2.014 -5.471 -0.1227 -0.0309 -0.2303 -0.220
C -1.176 5.607 -4.893 1.1454 -0.8131 -0.6463 -0.313
H -7.528 -2.755 1.532 0.2910 0.2210 0.0318 0.343
H 0.442 4.177 -5.389 -0.4708 0.1329 -0.6608 0.014
H 0.671 5.872 -6.018 0.1607 -0.2151 0.1249 0.446
C 0.326 5.244 -5.197 -1.6975 0.0145 0.2350 -0.255
C -0.021 4.092 2.648 1.0944 1.3808 -0.9082 0.027
H 3.990 -0.376 0.330 0.4899 -0.2838 0.1462 0.164
H 1.684 -3.306 0.396 -0.1387 -0.0842 -0.1244 -0.143
C 2.476 0.231 -5.378 0.0927 0.2014 0.1392 0.244
Cl 1.721 -3.030 3.375 0.1584 -0.0404 0.1764 -0.051
F -2.046 0.002 2.562 -0.5778 -0.1583 0.1265 -0.212
Cl -1.063 -5.575 5.467 -0.2058 0.0404 -0.0619 -0.186
H 0.705 -2.505 -3.639 -0.2317 0.3783 0.0792 -0.026
C 0.937 -3.938 4.689 -1.4992 -0.9042 -0.1446 -0.484
Cl -1.405 3.091 2.225 -0.8697 -0.9068 -0.2287 -0.074
H -1.809 -1.499 -3.519 0.9834 0.1259 -0.2401 0.011
C -0.109 1.259 5.671 -0.4641 -0.8548 0.0253 -0.237
Cl 6.310 -0.008 1.151 -1.2472 0.0418 -0.2791 -0.191
C 3.892 1.243 1.801 1.7071 -0.5001 -1.1368 -0.126
H -0.696 1.645 4.837 -0.1134 -0.0317 0.0591 -0.047
F 0.777 3.339 -0.616 -0.3417 0.8092 0.2372 -0.202
H -5.596 -1.183 1.262 -0.1539 -0.0190 0.0729 0.215
H 0.788 -4.122 -0.963 0.0006 0.5713 -0.0597 0.099
H 3.807 -1.204 -4.570 0.0227 -0.0191 -0.0941 0.264
C -6.569 -0.850 0.903 -0.9182 -1.4050 0.8025 -0.242
O 0.046 0.172 -2.578 -0.9783 1.7349 1.6654 -0.558
C -0.316 -4.685 4.135 1.2905 0.6078 -0.4215 -0.063
Cl 0.025 -2.284 -5.912 -0.0084 -0.1425 0.5891 -0.198
F -0.907 -1.877 2.358 -0.7848 1.6195 -0.8770 -0.045
H -0.994 -3.973 3.666 -0.2295 -0.1110 0.3946 0.039
Sn -3.611 2.647 -0.576 1.9255 -1.9270 0.4010 1.553
H -7.051 -0.148 1.583 0.2854 0.0809 -0.0746 0.362
H -0.012 -5.378 3.351 -0.0393 -0.1644 0.1963 0.187
Cl 2.574 -6.516 -1.383 -0.2100 0.4124 0.0151 -0.202
H 0.546 4.258 1.732 -0.0247 -0.2124 -0.0909 0.113
Cl 1.105 -0.969 6.737 -0.1258 -0.0157 0.1264 -0.198
C -1.500 -2.540 -3.616 0.4568 -0.5067 0.5888 0.273
H 4.643 0.171 -5.313 -0.1923 -0.0449 -0.1347 0.395
C 0.214 -0.229 5.392 0.5326 1.0637 -0.1950 0.114
O -2.992 -0.739 -0.043 1.4225 1.0617 -0.2913 -0.621
H 2.495 -0.150 -6.399 -0.1962 0.0159 0.1067 0.411
C 0.525 2.716 -1.753 -0.6417 -1.9213 0.3085 0.054
C -7.542 -2.049 0.701 0.6676 0.0958 -0.2652 -0.550
C 4.616 0.467 0.623 -0.3988 0.8926 0.6047 -0.112
Cl -6.300 -0.089 -0.650 0.4474 1.1101 -0.8694 -0.212
H -0.683 -0.810 5.177 -0.1066 0.1350 0.2692 0.316
H -0.654 1.391 6.605 -0.1157 -0.1848 -0.1712 0.420
H 1.612 -4.686 5.103 0.1637 0.3540 -0.0444 0.413
H -1.016 6.067 2.420 -0.6957 -0.7342 -0.1917 0.347
H 0.661 3.621 3.356 -0.5490 -0.4483 0.1759 0.061
F 0.046 0.072 2.062 -0.7656 -0.5737 -0.1208 -0.072
O -0.728 -1.712 -0.567 -1.0852 1.9279 0.4145 -0.404
Cl -1.311 5.316 4.669 -0.5240 -0.0229 0.2452 -0.147
H -1.735 5.000 -5.606 -0.3445 0.7166 -0.4522 0.363
Cl 3.534 0.046 3.038 -0.3921 -0.2185 0.6167 -0.149
Cl -2.784 -3.262 -4.541 -1.0600 -0.6601 -0.7882 -0.208
H 0.871 -0.290 4.524 -0.0036 -0.0196 0.0044 -0.198
F 1.489 2.841 -2.576 1.6013 -0.6357 -0.2368 -0.008

20
Properties=species:S:1:pos:R:3:forces:R:3:mulliken_charge:R:1 method="wB97M-V/def2-TZVPD" lumo_energy_ev=-6.621 homo_energy_ev=-10.41 e_tot_ha=-4462.4266 multiplicity=1 homo_lumo_gap_ev=3.79 largest_force_ev_per_a=2.50 total_charge=+1
H -1.903 1.894 0.071 0.2098 0.3400 0.2099 0.179
H -1.842 -0.189 -2.204 -0.1842 0.1437 0.0886 0.025
H -1.501 1.919 -2.765 -0.2749 -0.0301 0.1505 0.079
H -1.711 0.401 0.493 -1.0594 -1.0969 -1.9832 0.505
H 0.927 -2.165 2.519 -0.5435 -0.2447 0.0459 0.331
S 0.477 0.184 -3.768 0.0904 -0.1659 -0.0452 -0.359
N -1.185 1.261 0.422 0.1643 -0.5326 1.9063 -0.434
H 1.989 -0.432 1.650 -0.1474 0.2047 0.1245 0.376
B 0.015 1.084 -0.623 -0.0227 0.1431 -0.8628 0.210
C 1.057 -0.118 -0.282 -0.5732 0.4464 0.1263 -0.665
F -0.942 -1.978 1.604 -0.0648 -0.1707 0.0545 -0.351
Br 0.996 2.830 -0.752 -0.2581 0.1434 0.2239 -0.294
C 0.989 -0.459 1.198 0.3632 -0.7362 -0.2090 -0.733
C 0.561 -1.867 1.536 1.2743 0.1836 0.3547 -0.293
H 0.909 -2.562 0.777 -0.5059 -0.1097 -0.0216 0.391
H 2.065 0.240 -0.483 -0.1201 -0.0209 -0.2156 0.252
P -0.798 0.751 -2.418 0.6123 0.0743 0.0412 0.020
H 0.450 0.365 1.717 0.2376 0.0146 0.5409 0.521
H 0.898 -0.984 -0.936 -0.0207 -0.0519 0.2090 0.448
Ti -1.450 -0.174 2.243 0.8227 1.4657 -0.7389 0.791